1.
Entry from OMol25: a 14-piece molecular cluster, C22H74N2O14 overall (ωB97M-V/def2-TZVPD).

Each line ends with the Mulliken charge.
Positions of all 112 atoms, in Å:
C -0.50376 -4.13859 0.31207  -0.360
C -1.63611 -4.72914 -0.50571  -0.333
O -2.38714 -5.63266 0.30636  -0.564
H -0.72202 -4.18870 1.37432  0.485
H -0.24174 -3.12395 0.01428  -0.193
H 0.41935 -4.70168 0.12275  0.175
H -1.31574 -5.20014 -1.43331  0.327
H -2.28585 -3.86547 -0.72224  0.145
H -3.03759 -6.05584 -0.26082  0.322
C -1.32680 -3.99989 -4.35748  -1.580
C -0.29081 -3.27991 -3.50780  0.462
O -0.76043 -1.98127 -3.12387  -0.260
H -2.29129 -4.03705 -3.84580  0.398
H -1.03466 -5.04513 -4.50770  0.392
H -1.40205 -3.54091 -5.33999  0.417
H 0.60915 -3.13680 -4.10337  0.150
H -0.06740 -3.85552 -2.60735  -0.206
H -1.66248 -2.09053 -2.80426  0.212
C -2.22794 2.10906 -5.29776  -1.423
C -1.83960 1.83944 -3.87112  0.648
O -2.01131 3.04434 -3.10625  -0.573
H -1.57298 2.85164 -5.75553  0.319
H -3.23219 2.53858 -5.32139  0.340
H -2.19004 1.19698 -5.89193  0.357
H -0.76774 1.57004 -3.80410  0.018
H -2.34762 0.98258 -3.41795  0.073
H -2.06624 2.79559 -2.17153  0.381
C 0.20766 4.96553 -1.28216  0.273
C 0.09639 6.09819 -2.28627  -0.590
O 0.94750 5.89504 -3.39052  -0.535
H 0.01079 4.00895 -1.77392  -0.462
H -0.44686 5.02881 -0.41264  0.293
H 1.23370 4.93098 -0.90128  0.010
H 0.45971 7.00445 -1.79891  0.368
H -0.94626 6.24990 -2.57526  0.291
H 0.62214 5.14804 -3.90272  0.302
C 0.17690 -0.21103 -0.60140  2.263
C 1.06624 0.67844 0.22701  -0.674
O 0.64018 2.04947 0.17600  1.356
H 0.02338 0.22624 -1.59158  -0.790
H -0.81052 -0.32014 -0.14755  0.089
H 0.64028 -1.18850 -0.70916  -1.356
H 2.11831 0.64345 -0.08571  0.285
H 1.09009 0.32771 1.26821  -0.064
H 1.20592 2.60496 0.73286  -0.379
C 2.19156 -3.16048 3.73102  -0.868
C 1.04489 -2.25953 3.35805  0.435
O 0.51437 -1.52666 4.47647  -0.450
H 2.97627 -2.62033 4.25629  0.334
H 2.59929 -3.57431 2.80579  -0.060
H 1.87511 -4.01748 4.32893  0.390
H 0.25530 -2.81668 2.84798  0.080
H 1.36119 -1.46912 2.67574  -0.149
H 0.05816 -2.14381 5.05586  0.292
C -3.99609 -0.20356 1.45546  -0.367
C -4.58273 0.17383 0.09815  -0.379
O -3.56587 0.19440 -0.89294  -0.485
H -3.53611 -1.18687 1.35646  0.110
H -4.76154 -0.21348 2.23515  0.460
H -3.24684 0.52867 1.76511  -0.230
H -5.05113 1.16093 0.16686  0.287
H -5.30526 -0.59324 -0.17252  0.327
H -2.96638 0.91835 -0.65214  0.286
C -1.06215 1.77801 3.21761  -1.232
C -2.14073 1.83409 4.27001  0.672
C -1.66915 1.35644 5.62776  -0.795
O -0.50755 2.06770 5.97240  -0.242
C -0.05285 1.73567 7.26423  -0.816
N -2.61039 3.24583 4.36868  -0.744
H -0.83288 0.73036 2.98821  0.251
H -0.13747 2.23051 3.57622  0.628
H -1.35644 2.23761 2.27789  -0.083
H -3.00212 1.23399 3.97310  0.200
H -1.40417 0.28524 5.59137  0.233
H -2.47328 1.48958 6.36297  0.439
H -0.73810 2.09931 8.03529  0.313
H 0.93022 2.17886 7.42295  0.250
H 0.10033 0.65088 7.35126  0.282
H -3.34254 3.28366 5.07314  0.283
H -1.85229 3.80130 4.75490  0.279
C 4.40999 -1.34639 -2.01125  -1.092
C 3.85046 -2.69577 -2.44071  0.372
C 2.67255 -3.12651 -1.57574  1.049
O 2.93059 -3.08899 -0.18328  0.032
C 3.69291 -4.18672 0.25816  -0.923
N 3.54206 -2.70952 -3.87972  -0.729
H 5.29794 -1.10263 -2.59276  0.385
H 4.63850 -1.36084 -0.94758  0.308
H 3.67750 -0.55827 -2.21005  0.001
H 4.64722 -3.44625 -2.36531  0.283
H 2.37193 -4.15681 -1.84253  0.408
H 1.79648 -2.50728 -1.79061  -1.264
H 4.06451 -3.98623 1.25826  0.249
H 4.49572 -4.47946 -0.42107  0.324
H 3.03151 -5.06777 0.33979  0.311
H 2.89740 -1.96575 -4.15889  0.322
H 3.09267 -3.58629 -4.12479  0.301
O 2.61471 3.59992 1.52415  -0.676
H 3.19155 2.98491 1.98917  0.278
H 3.11033 3.87763 0.74461  0.285
O -1.99319 2.54208 -0.35574  -0.690
H -2.36555 3.17070 0.27110  0.351
H -1.08279 2.36654 -0.04945  -0.072
O 0.46817 5.28955 2.38964  -0.641
H 1.08616 4.58945 2.14446  0.328
H 0.11657 5.03004 3.24509  0.319
O 2.12609 2.10332 -2.32252  -0.724
H 1.54594 2.18515 -1.55249  0.115
H 1.69734 2.60957 -3.01913  0.323
O 1.56008 -0.41825 -3.92268  -0.764
H 0.95921 -0.77681 -3.25711  0.112
H 2.00023 0.32246 -3.48222  0.378

The calculation puts the gap between HOMO and LUMO at 8.83 eV. As for the charge: 0. The total energy is -2045.39174 Ha. Its multiplicity is 1. Its molar mass is 590.8 g/mol.


2.
Entry from OMol25: a 3-piece molecular cluster, C29H46ClN4O6PS overall (ωB97M-V/def2-TZVPD).

Each line ends with the Mulliken spin population.
Positions of all 88 atoms, in Å:
C 4.07493 3.13766 0.65946  0.000
C 3.72010 4.56168 0.38382  0.000
C 4.10789 5.08696 -0.97516  0.000
N 3.17503 5.26471 1.31574  0.000
N 1.89491 5.82711 1.17922  0.000
C 1.66558 7.04480 0.48894  0.000
O 2.02106 8.13431 0.82704  0.000
C 0.82818 6.64885 -0.68912  0.000
C 0.59312 7.34375 -1.85575  0.000
C -0.18227 6.73377 -2.82117  0.000
C -0.73313 5.47820 -2.58994  0.000
Cl -1.68194 4.83757 -3.89689  0.000
C -0.53458 4.77301 -1.39516  0.000
P -1.24757 3.15393 -0.99183  0.000
O -0.03506 2.15016 -0.75407  0.000
O -2.08127 2.47537 -2.17047  0.000
S -2.38127 3.28788 0.56004  0.001
C 0.29349 5.39131 -0.45283  0.000
C 0.81447 4.93778 0.91631  0.000
O 0.42221 4.10084 1.66021  0.000
H 3.73348 2.50864 -0.16168  0.000
H 5.16765 3.04103 0.68469  0.000
H 3.70794 2.82348 1.62908  0.000
H 4.76538 4.37072 -1.46627  0.000
H 4.66425 6.01610 -0.88364  0.000
H 3.25409 5.23745 -1.64013  0.000
H 1.02228 8.32634 -1.98865  0.000
H -0.36479 7.24424 -3.75432  0.000
H -0.45034 1.28339 -0.60587  0.001
H -2.84282 3.02272 -2.39947  0.000
C -4.16428 -3.82324 1.33257  0.010
C -2.92648 -2.99747 1.75370  0.041
C -2.62900 -3.22657 3.23874  0.027
C -3.58249 -2.49680 4.18530  -0.020
C -3.67666 -1.01544 3.82579  0.019
C -4.04526 -0.78090 2.36219  0.055
N -3.14014 -1.54797 1.44769  0.358
O -1.99881 -0.94816 1.34949  0.548
C -5.51573 -1.17254 2.13316  0.002
C -3.97039 0.70524 2.04186  -0.009
C -1.76619 -3.54092 0.92835  -0.041
H -4.68410 -3.35542 0.49656  -0.012
H -3.86445 -4.81800 1.00492  0.001
H -4.87626 -3.96848 2.14343  0.002
H -1.60799 -2.89606 3.45516  0.000
H -2.65742 -4.29963 3.44191  0.000
H -4.57233 -2.96080 4.16739  -0.001
H -3.21995 -2.59951 5.20975  0.002
H -4.41272 -0.52111 4.46270  -0.002
H -2.71480 -0.53830 4.03847  0.004
H -5.77497 -1.09990 1.07608  -0.006
H -6.16042 -0.48663 2.68204  0.000
H -5.76838 -2.17170 2.47818  0.000
H -2.99338 1.12293 2.26591  0.004
H -4.70257 1.25458 2.63438  0.000
H -4.18426 0.88880 0.98925  0.000
H -1.92523 -3.36594 -0.13708  0.006
H -1.68453 -4.61551 1.09257  -0.001
H -0.81577 -3.09321 1.21426  0.013
C 1.57697 -4.81233 -2.39109  0.019
C 2.87450 -4.00981 -2.13630  0.024
C 3.28890 -4.14460 -0.66801  0.028
C 2.44522 -3.31035 0.29617  -0.027
C 2.37340 -1.85597 -0.16344  0.034
C 1.89099 -1.71370 -1.60621  -0.003
N 2.68501 -2.57820 -2.53010  0.349
O 3.83238 -2.03023 -2.76050  0.568
C 0.39337 -2.06066 -1.67891  0.059
C 1.98417 -0.25758 -2.04089  -0.029
C 3.94181 -4.65678 -3.01188  -0.005
H 1.00408 -4.38446 -3.21372  -0.011
H 1.81334 -5.83908 -2.66755  0.001
H 0.93182 -4.87036 -1.51509  0.001
H 4.33544 -3.84193 -0.56122  0.006
H 3.24040 -5.19833 -0.38416  0.000
H 1.44141 -3.73242 0.39348  0.003
H 2.88843 -3.35369 1.29287  0.002
H 1.71020 -1.28862 0.49392  0.003
H 3.36625 -1.40459 -0.06560  -0.001
H 0.04499 -2.05491 -2.71307  -0.012
H -0.18385 -1.31737 -1.12701  0.000
H 0.14195 -3.02042 -1.23889  -0.006
H 2.98948 0.14685 -1.93288  0.003
H 1.32588 0.35174 -1.42873  0.003
H 1.68011 -0.13596 -3.08199  -0.009
H 3.70033 -4.55233 -4.07062  -0.003
H 3.99942 -5.71893 -2.77523  0.000
H 4.92758 -4.23006 -2.84020  0.001

The calculation puts the gap between HOMO and LUMO at 7.76 eV. As for the charge: 0. The total energy is -3002.67276 Ha. Its multiplicity is 3. Its molar mass is 645.2 g/mol.


Sequential max |F| output: 1.604, 3.451 eV/A